Record 1
DFT (ωB97M-V with the def2-TZVPD basis set) results for a cluster of 2 separate species, C3H6N2O3 in total in a non-equilibrium geometry.

```
14
Properties=species:S:1:pos:R:3:lowdin_spin:R:1
C -1.841 -0.781 -0.140 0.04
C -1.986 0.718 -0.207 0.01
C 2.919 -0.551 0.278 0.01
N -0.481 -1.158 -0.301 0.19
N -0.133 -2.394 0.017 0.89
O 1.033 -2.683 -0.053 0.78
O -2.685 -1.544 0.142 0.05
O 2.041 0.257 -0.142 0.01
H -1.676 1.234 -1.111 0.00
H -2.986 1.082 -0.333 0.00
H -1.718 1.127 0.829 0.00
H 3.754 -0.205 0.919 0.00
H 2.674 -1.536 0.030 0.00
H 0.186 -0.502 -0.690 0.01
```

Output
- 2S+1 = 3
- calculated total energy (eV) = -12325.26497
- energy above the lowest of the compared OMol25 structures with the same formula, charge and spin (kcal/mol) = 0.0
- HOMO-LUMO gap (alpha / beta) (eV) = 7.7 / 8.7
- largest force on an atom (eV Å⁻¹) = 5.19

=====

Record 2
DFT (ωB97M-V with the def2-TZVPD basis set) results for a structure of composition C48H128N17O30 in a non-equilibrium geometry.

```
223
Properties=species:S:1:pos:R:3:mulliken_charge:R:1
C -1.924 -0.115 -5.851 -0.85
C -3.087 -0.790 -5.023 0.56
O -3.751 -0.176 -4.197 -0.54
N -3.351 -2.164 -5.383 -0.12
H -3.617 -2.279 -6.370 0.45
H -2.262 -2.629 -5.456 0.33
C -4.373 -2.846 -4.462 -0.84
H -1.756 0.946 -5.602 0.05
H -2.378 -0.161 -6.843 0.63
H -0.992 -0.729 -5.847 0.14
H -3.844 -3.310 -3.591 0.35
H -4.811 -3.623 -5.074 0.37
H -5.075 -2.069 -4.177 0.36
C -0.529 4.330 0.338 0.31
C -1.744 5.161 0.555 -0.20
O -2.022 5.740 1.535 -0.47
N -2.585 5.203 -0.661 0.22
H -2.143 5.481 -1.560 0.47
H -2.821 4.227 -0.844 0.29
C -3.747 6.201 -0.466 -0.84
H 0.096 4.369 1.244 0.40
H -0.003 4.507 -0.604 0.33
H -0.862 3.276 0.265 -0.46
H -3.372 7.147 -0.081 0.35
H -4.351 5.717 0.289 0.31
H -4.283 6.314 -1.418 0.33
C -7.580 0.389 -0.045 -1.34
C -6.810 -0.868 -0.451 0.54
O -5.882 -0.853 -1.171 -0.23
N -7.263 -2.169 0.212 -0.03
H -7.914 -1.949 0.983 0.43
H -7.847 -2.765 -0.409 0.42
C -6.017 -2.997 0.514 -0.78
H -7.243 1.220 -0.653 0.34
H -7.363 0.678 1.007 0.31
H -8.669 0.289 0.010 0.46
H -6.080 -3.776 -0.209 0.58
H -6.230 -3.468 1.488 0.29
H -5.085 -2.440 0.510 0.02
C 2.467 -0.560 -4.430 -1.04
C 1.923 0.887 -4.575 1.04
C 2.883 1.722 -5.437 -0.34
C 2.243 3.038 -5.746 -0.90
N 3.223 4.006 -6.381 0.35
C 4.261 4.495 -5.441 -0.19
C 4.752 5.844 -6.012 -0.57
C 3.574 6.315 -6.867 -0.90
C 2.491 5.261 -6.707 -0.45
C 3.849 3.438 -7.574 -0.91
H 3.445 -0.593 -3.941 0.28
H 2.466 -0.981 -5.450 0.59
H 1.756 -1.131 -3.840 -0.19
H 1.789 1.402 -3.628 -0.64
H 0.951 0.848 -5.090 0.03
H 3.142 1.079 -6.286 0.55
H 3.806 1.852 -4.849 0.24
H 1.939 3.547 -4.845 0.01
H 1.381 2.902 -6.405 0.43
H 5.060 3.734 -5.392 0.39
H 3.797 4.577 -4.454 -0.10
H 5.581 5.580 -6.680 0.32
H 5.170 6.457 -5.202 0.43
H 3.899 6.353 -7.912 0.31
H 3.223 7.305 -6.629 0.42
H 1.845 5.073 -7.569 0.48
H 1.894 5.480 -5.820 0.34
H 4.629 2.728 -7.316 0.32
H 4.235 4.229 -8.210 0.47
H 3.046 2.946 -8.131 0.33
C 5.267 3.088 0.374 -0.74
N 5.166 1.968 -0.585 0.48
C 5.887 2.333 -1.827 -0.93
C 5.811 0.813 0.045 -0.62
C 3.768 1.621 -0.924 0.40
C 2.810 2.789 -1.022 -0.08
O 3.249 3.646 -2.079 -0.34
H 4.663 2.917 1.265 0.07
H 5.024 4.037 -0.139 0.33
H 6.319 3.139 0.651 0.50
H 6.109 1.398 -2.349 0.39
H 6.847 2.780 -1.587 0.41
H 5.256 2.982 -2.426 0.23
H 6.921 0.884 -0.014 0.53
H 5.576 -0.089 -0.550 0.10
H 5.454 0.729 1.089 0.08
H 3.331 0.958 -0.173 -1.06
H 3.830 1.030 -1.850 0.20
H 2.755 3.362 -0.086 1.05
H 1.814 2.371 -1.170 -0.64
H 2.724 4.463 -2.020 0.31
C -2.069 0.152 -1.115 1.15
N -0.971 -0.834 -1.076 0.95
C -1.402 -2.092 -1.699 0.59
C 0.162 -0.290 -1.866 0.04
C -0.551 -1.108 0.338 -0.16
C -0.275 0.093 1.172 0.29
O 1.011 0.639 0.712 2.15
H -1.634 1.160 -1.022 -0.95
H -2.719 -0.023 -0.249 -0.28
H -2.667 0.028 -2.006 -0.05
H -2.281 -2.457 -1.150 0.26
H -0.604 -2.828 -1.563 0.53
H -1.670 -2.009 -2.758 -1.26
H 1.012 -0.935 -1.602 0.06
H 0.379 0.738 -1.531 -0.78
H -0.008 -0.266 -2.955 0.36
H 0.317 -1.787 0.332 -0.23
H -1.423 -1.635 0.717 -0.13
H -0.187 -0.329 2.188 0.19
H -1.081 0.839 1.198 -0.35
H 1.271 1.319 1.351 -0.54
C -5.028 -1.182 6.132 -0.80
N -4.691 -2.006 4.954 0.58
C -5.549 -3.228 4.894 -0.81
C -4.801 -1.250 3.752 0.04
C -3.228 -2.474 5.118 -1.25
C -2.070 -1.442 4.764 0.23
O -2.090 -0.331 5.663 -0.28
H -5.138 -1.835 6.998 0.38
H -6.019 -0.754 5.946 0.44
H -4.323 -0.372 6.331 0.16
H -5.474 -3.801 5.827 0.35
H -5.234 -3.851 4.058 0.32
H -6.585 -2.963 4.693 0.34
H -5.811 -1.067 3.409 0.56
H -4.187 -1.720 2.962 -0.15
H -4.316 -0.284 3.935 -0.43
H -3.124 -3.413 4.551 0.38
H -3.204 -2.741 6.182 0.60
H -2.071 -1.231 3.684 -0.24
H -1.222 -2.143 4.906 0.24
H -2.151 -0.753 6.536 0.44
C 1.666 -4.996 0.648 -0.69
N 1.594 -6.246 -0.162 0.78
C 1.094 -5.864 -1.514 -1.11
C 2.951 -6.775 -0.244 -1.04
C 0.635 -7.243 0.441 -0.22
C 0.696 -8.641 -0.110 -0.93
O 0.358 -8.867 -1.493 -0.52
H 0.679 -4.706 1.058 -0.08
H 2.092 -4.205 0.034 0.17
H 2.394 -5.169 1.443 0.46
H 0.838 -6.719 -2.149 0.61
H 1.890 -5.279 -1.991 0.33
H 0.229 -5.190 -1.424 0.25
H 3.048 -7.517 -1.042 0.40
H 3.263 -7.147 0.737 0.38
H 3.615 -5.948 -0.474 0.27
H -0.348 -6.782 0.311 0.21
H 0.904 -7.231 1.500 0.48
H 0.012 -9.166 0.575 0.43
H 1.689 -9.113 -0.006 0.39
H -0.578 -8.705 -1.671 0.34
C 4.769 -2.134 2.616 -0.71
N 3.786 -1.748 3.638 0.56
C 2.456 -1.753 3.013 -0.80
C 3.778 -2.649 4.789 -0.76
C 4.130 -0.315 4.002 0.06
C 5.563 -0.123 4.466 -0.82
O 6.441 0.105 3.336 -0.42
H 4.756 -1.313 1.896 0.20
H 4.430 -3.050 2.127 0.36
H 5.745 -2.256 3.101 0.42
H 2.236 -2.799 2.792 0.32
H 2.429 -1.216 2.076 -0.26
H 1.684 -1.385 3.716 0.31
H 4.725 -2.627 5.327 0.37
H 3.605 -3.671 4.469 0.28
H 2.940 -2.333 5.430 0.33
H 3.489 -0.121 4.867 0.36
H 3.797 0.313 3.172 0.00
H 5.960 -0.978 5.028 0.25
H 5.515 0.758 5.128 0.46
H 7.163 0.630 3.686 0.31
C -3.454 2.788 5.113 -1.32
N -2.119 3.349 4.823 0.67
C -1.548 2.716 3.649 -0.94
C -2.206 4.780 4.587 -1.18
C -1.315 3.073 6.044 -0.66
C 0.190 3.467 5.849 -0.22
O 0.723 3.419 7.180 -0.57
H -3.586 2.894 6.191 0.41
H -3.402 1.730 4.837 0.58
H -4.236 3.278 4.555 0.37
H -0.591 3.185 3.389 0.27
H -2.221 2.853 2.805 0.16
H -1.401 1.640 3.810 0.25
H -1.360 5.144 4.005 0.47
H -2.383 5.332 5.505 0.30
H -3.079 4.910 3.926 0.46
H -1.453 2.048 6.400 0.30
H -1.726 3.758 6.788 0.51
H 0.244 4.483 5.404 0.16
H 0.797 2.787 5.246 0.19
H 1.689 3.360 7.040 0.39
N -1.517 3.358 -3.342 0.69
O -0.512 2.910 -2.795 -0.15
O -1.471 3.711 -4.517 -0.66
O -2.554 3.579 -2.652 -0.82
N -4.203 2.001 1.413 -0.02
O -5.243 2.297 2.017 -0.80
O -3.644 2.853 0.705 -0.58
O -3.730 0.871 1.550 0.50
N -0.092 -3.485 -5.090 0.88
O 0.441 -4.216 -4.292 -0.58
O -1.270 -3.049 -4.759 -0.54
O 0.460 -3.035 -6.069 -0.63
N 2.845 3.335 3.007 0.65
O 2.886 4.479 2.608 -0.67
O 2.008 2.604 2.494 -0.66
O 3.602 2.865 3.843 -0.71
N -1.494 -3.899 2.516 0.39
O -2.588 -3.415 2.417 -0.44
O -0.547 -3.206 2.713 -0.25
O -1.385 -5.078 2.355 -0.69
N 3.989 -2.353 -1.108 0.71
O 2.920 -1.949 -0.728 -0.12
O 4.396 -3.436 -0.812 -0.67
O 4.698 -1.609 -1.731 -0.81
N -3.936 -5.128 -0.744 0.90
O -4.715 -5.463 0.102 -0.70
O -2.715 -5.304 -0.600 -0.56
O -4.341 -4.659 -1.807 -0.63
```

Output
- calculated total energy (eV) = -138556.21092
- total charge = +3
- HOMO-LUMO gap (eV) = 6.9
- largest force on an atom (eV Å⁻¹) = 5.79

=====

Taking the records one at a time from the top gives molecular weight values of 118.1; 1423.6 g/mol.